(1)
A structure of composition C50H41F3N4OP2SbSeZn in a non-equilibrium geometry. Source: OMol25; level of theory: ωB97M-V/def2-TZVPD.

Values from the calculation:
**Largest force on an atom**: 0.0247 hartree/bohr
**DFT total energy**: -207555.6901 eV
**E_HOMO**: -3.88 eV
**Frontier orbital gap**: 6.0074 eV
**Charge**: -1
**Energy relative to the best compared isomer or geometry (same formula, charge and spin)**: 57.7 kcal/mol

XYZ file:
```
104
C50H41F3N4OP2SbSeZn (ωB97M-V/def2-TZVPD)
Zn 0.243 -1.444 -0.153
C -0.344 1.683 3.701
C -0.345 2.838 2.690
P -0.800 2.430 0.964
C -2.375 1.545 1.002
C -2.754 0.936 -0.192
C -3.935 0.217 -0.276
C -4.762 0.120 0.833
C -4.408 0.754 2.016
C -3.222 1.467 2.105
C -1.213 4.099 0.312
C -0.305 5.142 0.522
C -0.435 6.351 -0.141
C -1.471 6.543 -1.042
C -2.376 5.515 -1.267
C -2.241 4.302 -0.613
C 0.856 0.748 3.578
P 0.654 -0.556 2.260
C 2.398 -1.115 2.429
C 2.941 -1.809 3.503
C 4.301 -2.088 3.536
C 5.134 -1.646 2.521
C 4.602 -0.942 1.449
C 3.242 -0.691 1.401
C -0.427 -1.742 3.189
C -0.317 -2.108 4.530
C -1.195 -3.021 5.093
C -2.215 -3.574 4.335
C -2.369 -3.191 3.013
C -1.488 -2.279 2.456
H -1.249 1.077 3.618
H -0.349 2.135 4.696
H 0.658 3.271 2.650
H -1.029 3.627 3.021
H -2.106 1.025 -1.050
H -4.196 -0.277 -1.204
H -5.688 -0.437 0.776
H -5.061 0.690 2.878
H -2.976 1.969 3.030
H 0.514 5.010 1.221
H 0.280 7.142 0.048
H -1.573 7.481 -1.573
H -3.188 5.658 -1.967
H -2.953 3.509 -0.803
H 1.023 0.238 4.530
H 1.765 1.302 3.337
H 2.310 -2.173 4.301
H 4.715 -2.655 4.361
H 6.195 -1.862 2.557
H 5.248 -0.601 0.649
H 2.811 -0.170 0.553
H 0.460 -1.688 5.156
H -1.075 -3.309 6.130
H -2.893 -4.295 4.775
H -3.170 -3.604 2.412
H -1.633 -1.970 1.426
C 1.659 2.330 -0.169
C 0.506 1.426 0.272
O 0.153 0.479 -0.650
H 1.419 2.918 -1.068
H 2.528 1.712 -0.409
H 1.946 3.022 0.629
F -2.363 -2.309 -8.951
C -2.009 -1.785 -7.752
C -1.287 -2.559 -6.867
C -0.940 -2.011 -5.641
C -1.301 -0.708 -5.299
C -2.033 0.035 -6.219
C -2.390 -0.494 -7.454
Sb -0.829 -0.033 -3.259
C -0.939 2.078 -3.783
C -2.221 2.601 -3.947
C -2.428 3.937 -4.257
C -1.324 4.758 -4.357
F -1.511 6.072 -4.625
C -0.039 4.291 -4.170
C 0.144 2.943 -3.889
C 1.266 -0.254 -3.743
C 1.725 0.200 -4.979
C 3.054 0.057 -5.346
C 3.918 -0.564 -4.466
F 5.215 -0.705 -4.821
C 3.502 -1.042 -3.243
C 2.169 -0.877 -2.889
H -1.010 -3.571 -7.135
H -0.373 -2.618 -4.942
H -2.321 1.053 -5.985
H -2.956 0.078 -8.178
H -3.081 1.945 -3.836
H -3.420 4.339 -4.417
H 0.795 4.976 -4.257
H 1.149 2.563 -3.742
H 1.031 0.668 -5.667
H 3.421 0.412 -6.300
H 4.199 -1.542 -2.583
H 1.844 -1.248 -1.932
Se 1.337 -5.164 2.279
C 1.388 -3.855 1.138
N 1.432 -2.963 0.376
N -0.781 -2.565 -1.382
C -0.476 -3.504 -2.033
N -0.183 -4.395 -2.855
C -0.037 -5.685 -2.939
N 0.121 -6.818 -3.126
```

Mulliken atomic charge list, values in e, 8 entries: Zn 1.681; C -0.679; C -1.452; P 1.390; C 0.287; C -0.284; C -0.532; C -0.833

---

(2)
A structure of composition C50H42As2Cl2GeIrN in a non-equilibrium geometry. Source: OMol25; level of theory: ωB97M-V/def2-TZVPD.

Values from the calculation:
**Largest force on an atom**: 0.0353 hartree/bohr
**DFT total energy**: -260081.9959 eV
**E_HOMO (spin up / spin down)**: -13.51 / -13.45 eV
**Frontier orbital gap (spin up / spin down)**: 5.7243 / 5.7665 eV
**Charge**: +2
**Energy relative to the best compared isomer or geometry (same formula, charge and spin)**: 58.6 kcal/mol

XYZ file:
```
99
C50H42As2Cl2GeIrN (ωB97M-V/def2-TZVPD)
Ir -0.319 0.019 0.575
C 2.933 -0.526 -0.891
C 2.758 0.835 -1.541
As 0.852 1.369 -1.789
C 0.704 2.945 -0.645
C 1.766 3.826 -0.459
C 1.629 4.911 0.391
C 0.428 5.137 1.051
C -0.652 4.298 0.827
C -0.518 3.211 -0.028
C 1.010 2.264 -3.526
C 0.659 3.602 -3.653
C 1.020 4.296 -4.798
C 1.684 3.645 -5.828
C 1.961 2.287 -5.731
C 1.604 1.590 -4.589
As 2.022 -0.579 0.832
C 2.922 0.813 1.835
C 2.222 1.912 2.321
C 2.881 2.881 3.065
C 4.243 2.767 3.299
C 4.944 1.669 2.817
C 4.285 0.689 2.095
C 2.752 -2.164 1.661
C 2.938 -2.191 3.041
C 3.590 -3.263 3.628
C 4.035 -4.320 2.846
C 3.807 -4.317 1.478
C 3.168 -3.240 0.883
H 3.992 -0.744 -0.731
H 2.521 -1.312 -1.529
H 3.233 0.844 -2.520
H 3.227 1.610 -0.934
H 2.703 3.675 -0.983
H 2.464 5.584 0.535
H 0.333 5.977 1.728
H -1.606 4.501 1.297
H -1.376 2.582 -0.234
H 0.137 4.114 -2.855
H 0.783 5.348 -4.882
H 1.972 4.190 -6.715
H 2.455 1.772 -6.544
H 1.807 0.526 -4.519
H 1.159 2.018 2.125
H 2.329 3.717 3.474
H 4.764 3.528 3.865
H 6.002 1.566 3.018
H 4.828 -0.181 1.741
H 2.593 -1.363 3.650
H 3.754 -3.272 4.697
H 4.560 -5.147 3.304
H 4.131 -5.151 0.871
H 3.011 -3.231 -0.189
C -5.625 0.068 -2.929
C -4.371 0.646 -3.087
C -3.308 0.207 -2.315
C -3.489 -0.826 -1.395
C -4.747 -1.400 -1.238
C -5.812 -0.953 -2.007
Ge -1.947 -1.582 -0.462
C -0.692 -2.349 -1.785
C 0.378 -3.115 -1.318
C 1.162 -3.836 -2.207
C 0.903 -3.764 -3.569
C -0.138 -2.975 -4.042
C -0.935 -2.266 -3.153
C -2.519 -2.949 0.832
C -3.325 -2.591 1.911
C -3.828 -3.568 2.757
C -3.528 -4.903 2.526
C -2.726 -5.263 1.453
C -2.213 -4.289 0.607
H -6.460 0.410 -3.525
H -4.229 1.437 -3.812
H -2.328 0.665 -2.424
H -4.895 -2.205 -0.528
H -6.787 -1.409 -1.892
H 0.570 -3.172 -0.249
H 1.962 -4.467 -1.839
H 1.510 -4.330 -4.263
H -0.341 -2.925 -5.103
H -1.761 -1.675 -3.529
H -3.573 -1.548 2.083
H -4.460 -3.287 3.590
H -3.925 -5.666 3.183
H -2.505 -6.305 1.265
H -1.600 -4.581 -0.236
Cl -0.554 -0.306 3.328
C -1.928 0.738 3.399
C -2.420 1.176 4.596
C -3.493 2.074 4.594
C -4.065 2.515 3.406
C -3.590 2.056 2.198
Cl -4.265 2.589 0.724
C -2.478 1.148 2.140
N -1.977 0.756 0.992
H -1.981 0.844 5.526
H -3.883 2.445 5.533
H -4.888 3.215 3.426
```

Mulliken atomic charge list, values in e, 8 entries: Ir 1.635; C -0.799; C -1.419; As 0.512; C 0.315; C -0.354; C -1.012; C -0.587